{"formula": "C34H45F3N9O", "method": "the ωB97M-V functional and the def2-TZVPD basis", "symbols": ["N", "C", "O", "C", "F", "F", "F", "H", "H", "H", "H", "H", "N", "C", "C", "C", "C", "H", "H", "H", "H", "H", "N", "C", "C", "C", "C", "H", "H", "H", "H", "H", "N", "C", "C", "C", "C", "H", "H", "H", "H", "H", "N", "C", "C", "C", "C", "H", "H", "H", "H", "H", "N", "C", "C", "C", "C", "H", "H", "H", "H", "H", "N", "C", "C", "C", "C", "H", "H", "H", "H", "H", "N", "C", "C", "C", "C", "H", "H", "H", "H", "H", "N", "C", "C", "C", "C", "H", "H", "H", "H", "H"], "xyz": [[-1.39717, -2.84086, 1.37739], [-1.24542, -4.20869, 0.74627], [0.01528, -4.31805, 0.18089], [1.02778, -4.75452, 1.00134], [0.75070, -4.64898, 2.25878], [2.06119, -4.00822, 0.76854], [1.33671, -5.95481, 0.69555], [-0.55957, -2.56587, 1.89893], [-2.25459, -2.75109, 1.92938], [-1.47162, -2.17562, 0.60261], [-1.95040, -4.23755, -0.06794], [-1.52547, -4.99792, 1.42842], [-3.24553, 0.09218, 1.11788], [-2.27821, 1.06653, 1.02853], [-2.28226, 1.76066, 2.20540], [-3.28331, 1.18866, 3.04159], [-3.85945, 0.16125, 2.34911], [-3.47218, -0.56574, 0.39388], [-1.67703, 1.17720, 0.14095], [-1.63510, 2.58813, 2.44421], [-3.54682, 1.49808, 4.03887], [-4.64698, -0.52421, 2.61730], [0.54362, 4.12227, 0.90168], [1.32185, 3.38759, 0.04523], [2.45157, 3.01470, 0.72237], [2.35318, 3.54592, 2.03742], [1.16524, 4.22029, 2.11841], [-0.34458, 4.52861, 0.67069], [1.00451, 3.19562, -0.96591], [3.26129, 2.42825, 0.32066], [3.07321, 3.44348, 2.83165], [0.71095, 4.76065, 2.93153], [4.14541, -2.55269, -0.63642], [5.31895, -3.25824, -0.68228], [6.16592, -2.60800, -1.53796], [5.48089, -1.46285, -2.02556], [4.23957, -1.45413, -1.45111], [3.34434, -2.79837, -0.09314], [5.44843, -4.15823, -0.10523], [7.16699, -2.91702, -1.78748], [5.85876, -0.72972, -2.71884], [3.41802, -0.76473, -1.55079], [-6.79875, -0.48585, 0.34983], [-8.02533, -0.01819, -0.02933], [-8.97582, -0.83654, 0.52074], [-8.29774, -1.83668, 1.26480], [-6.95694, -1.59270, 1.14551], [-5.92066, -0.07810, 0.08807], [-8.11615, 0.85370, -0.65380], [-10.04080, -0.72795, 0.40494], [-8.74428, -2.63969, 1.82680], [-6.10474, -2.10883, 1.55639], [0.67276, 7.31494, -1.27066], [1.74966, 6.46663, -1.30739], [2.69086, 7.02643, -2.12874], [2.16500, 8.25880, -2.60317], [0.92082, 8.40991, -2.05551], [-0.16919, 7.16132, -0.74866], [1.75489, 5.54203, -0.74957], [3.65211, 6.60071, -2.36355], [2.64701, 8.95447, -3.26931], [0.19362, 9.19751, -2.15461], [2.56849, -7.57893, -1.67629], [2.25979, -7.10942, -2.92649], [2.85155, -7.93523, -3.84239], [3.54151, -8.94495, -3.11917], [3.34734, -8.70009, -1.78728], [2.27185, -7.16627, -0.81521], [1.64971, -6.23109, -3.05492], [2.79715, -7.82903, -4.91269], [4.11481, -9.75782, -3.53158], [3.69449, -9.22314, -0.91266], [-9.61466, 2.21131, 4.52077], [-9.50906, 1.25703, 3.54516], [-8.23935, 1.31365, 3.03782], [-7.55025, 2.34071, 3.73953], [-8.42598, 2.87372, 4.64839], [-10.44014, 2.39731, 5.06043], [-10.34352, 0.62373, 3.29668], [-7.84938, 0.69034, 2.25515], [-6.52879, 2.65270, 3.59289], [-8.30641, 3.66364, 5.37005], [9.79200, 2.54089, -3.48039], [8.52383, 2.88905, -3.85524], [7.65574, 2.01180, -3.26242], [8.43229, 1.10023, -2.49687], [9.74556, 1.45457, -2.65042], [10.62973, 3.01090, -3.77061], [8.34942, 3.72670, -4.50846], [6.58313, 2.02277, -3.36511], [8.06739, 0.27976, -1.90101], [10.64675, 1.02934, -2.24327]], "forces_ev_per_angstrom": [[0.15, 0.05, -0.67], [-0.21, -0.23, -0.61], [-0.89, 0.45, 0.29], [0.18, 0.82, -1.37], [-1.02, -0.01, 2.17], [1.36, 1.21, -0.34], [0.20, -2.52, -0.16], [-0.24, -0.08, 0.39], [0.17, 0.08, 0.29], [0.02, 0.26, 0.17], [-0.22, 0.04, -0.30], [0.25, 0.00, 0.55], [0.15, -0.39, -0.04], [0.10, -0.01, -0.05], [0.02, -0.01, 0.05], [0.09, -0.03, -0.03], [0.00, -0.16, 0.08], [-0.21, 0.21, -0.12], [-0.04, 0.08, -0.01], [0.02, -0.02, 0.01], [-0.02, 0.01, -0.01], [-0.10, 0.13, 0.00], [-0.09, -0.14, 0.03], [-0.16, -0.22, 0.06], [-0.01, -0.06, -0.01], [-0.02, -0.04, 0.04], [-0.04, 0.04, -0.01], [0.02, 0.01, 0.00], [0.05, 0.04, -0.02], [0.03, 0.04, -0.01], [0.01, 0.02, -0.01], [0.04, 0.03, 0.00], [0.10, 0.11, -0.09], [-0.03, -0.03, 0.01], [0.01, -0.03, 0.04], [-0.02, 0.07, -0.03], [-0.04, -0.02, 0.01], [0.14, 0.10, -0.06], [0.03, 0.00, -0.02], [0.00, 0.00, -0.01], [0.01, -0.01, 0.00], [0.02, 0.02, -0.02], [0.04, -0.07, 0.01], [-0.08, -0.10, -0.21], [0.02, -0.02, -0.14], [-0.01, -0.05, 0.02], [0.10, 0.01, -0.06], [-0.07, 0.13, 0.04], [-0.03, 0.01, 0.02], [0.00, 0.01, 0.01], [0.00, 0.01, 0.01], [-0.04, -0.04, 0.02], [0.06, -0.02, -0.02], [-0.02, -0.06, 0.03], [0.00, -0.02, -0.01], [0.01, 0.02, -0.02], [-0.07, -0.01, 0.02], [0.02, 0.06, 0.01], [0.09, 0.27, -0.10], [0.00, 0.00, 0.01], [0.00, 0.00, 0.01], [0.02, 0.01, -0.01], [0.00, -0.06, -0.08], [-0.02, 0.04, 0.05], [-0.04, 0.02, -0.02], [0.01, -0.02, 0.02], [0.01, 0.01, 0.03], [0.06, -0.06, -0.03], [0.03, 0.01, -0.03], [0.00, 0.00, 0.00], [0.00, 0.00, 0.00], [0.02, -0.01, -0.02], [0.04, -0.04, -0.01], [-0.06, 0.03, 0.03], [0.10, 0.06, 0.13], [0.01, -0.01, 0.03], [-0.03, 0.04, 0.03], [0.02, 0.00, -0.01], [0.02, 0.00, -0.02], [0.00, 0.02, 0.09], [-0.01, 0.01, -0.01], [0.01, 0.01, -0.02], [-0.04, -0.01, 0.04], [0.04, 0.03, -0.04], [-0.03, 0.00, 0.00], [-0.01, -0.05, 0.04], [0.06, 0.02, -0.04], [-0.02, 0.00, 0.01], [-0.02, -0.01, 0.00], [0.00, 0.02, 0.00], [0.01, 0.01, 0.02], [-0.01, -0.02, 0.00]], "lowdin_charge": [0.260, -0.112, 0.098, -0.813, 0.237, 0.214, 0.256, 0.179, 0.177, 0.162, 0.158, 0.160, -0.035, -0.142, -0.086, -0.082, -0.148, 0.122, 0.106, 0.089, 0.104, 0.094, -0.010, -0.183, -0.103, -0.098, -0.140, 0.140, 0.110, 0.093, 0.094, 0.109, -0.008, -0.136, -0.098, -0.105, -0.142, 0.094, 0.106, 0.097, 0.085, 0.099, -0.004, -0.142, -0.106, -0.099, -0.170, 0.122, 0.118, 0.102, 0.098, 0.084, -0.002, -0.138, -0.103, -0.109, -0.142, 0.134, 0.070, 0.091, 0.092, 0.105, -0.006, -0.148, -0.105, -0.103, -0.137, 0.102, 0.099, 0.094, 0.095, 0.106, 0.004, -0.130, -0.106, -0.110, -0.142, 0.146, 0.107, 0.045, 0.079, 0.106, 0.002, -0.143, -0.119, -0.118, -0.140, 0.145, 0.105, 0.084, 0.077, 0.106], "molar_mass_da": 652.79, "e_above_lowest_ev": 0.4469, "e_lumo_ha": -0.151, "homo_ev": -9.376, "charge": 1, "homo_lumo_gap_ev": 5.25, "energy_ev": -59589.1196, "largest_force_ev_per_a": 2.54}